[1]
Density functional theory data (ωB97M-V/def2-TZVPD) for a 2-piece molecular cluster, C4H13N2S overall.

Values from the calculation:
ΔE to the lowest compared entry with this formula, charge and spin = 30.29 kcal/mol
electronic energy = -18167.179 eV
LUMO = -3.45 eV

Geometry as ORCA input:
```
! wB97M-V def2-TZVPD RIJCOSX def2/J DEFGRID3
* xyz 1 1
C -1.54125 -0.37140 -2.40295
C 0.47202 -1.54920 -2.12516
N -0.13512 -0.44454 -1.99277
H -2.08527 0.35450 -1.80308
H -1.99893 -1.34916 -2.23700
H -1.63120 -0.10941 -3.45431
H 1.53930 -1.59657 -1.93524
H -0.02448 -2.39442 -2.59814
C -0.01256 0.30383 1.13719
C 0.63532 0.68433 2.45821
S -0.38544 0.07339 3.85541
N 0.70675 0.94253 -0.00052
H -1.04105 0.66587 1.12774
H -0.01976 -0.77652 1.00074
H 0.73379 1.77215 2.49188
H 1.63147 0.24865 2.54409
H 0.52019 0.34814 4.80790
H 0.35680 0.45863 -1.04611
H 1.70919 0.79207 0.12555
H 0.57022 1.94711 0.04657
*
```

---

[2]
Density functional theory data (ωB97M-V/def2-TZVPD) for a 2-piece molecular cluster, C5H17N2O overall.

Values from the calculation:
ΔE to the lowest compared entry with this formula, charge and spin = 26.71 kcal/mol
electronic energy = -10481.776 eV
LUMO = -2.99 eV

Geometry as ORCA input:
```
! wB97M-V def2-TZVPD RIJCOSX def2/J DEFGRID3
* xyz 1 1
N 1.76859 -0.79183 -0.42842
C 2.05749 0.23326 0.60750
C 0.68737 0.57362 1.28134
N -0.34098 -0.23787 0.64878
C -1.34558 0.67099 -0.00636
C -2.48650 -0.03129 -0.72128
C -0.98938 -1.13911 1.60231
H 1.87677 -0.45654 -1.38112
H 2.31436 -1.63746 -0.28659
H 0.74376 -0.97891 -0.24589
H 2.82319 -0.05908 1.32208
H 2.50950 1.07549 0.08827
H 0.55745 1.63981 1.13257
H 0.75947 0.37964 2.34927
H -0.71960 1.25104 -0.70547
H -1.62594 1.45242 0.69445
H -2.11188 -0.78646 -1.40639
H -2.97074 -0.63736 0.05261
H -3.17606 0.70198 -1.11242
H -0.25181 -1.69411 2.18771
H -1.64814 -1.85079 1.11808
H -1.55582 -0.58822 2.36722
H 1.86192 0.89011 -2.99763
H 0.33651 1.26533 -3.36059
O 0.92608 0.75536 -2.80003
*
```

---

[3]
Density functional theory data (ωB97M-V/def2-TZVPD) for one molecule with the formula C2H6Cl3PSi.

Values from the calculation:
ΔE to the lowest compared entry with this formula, charge and spin = 53.39 kcal/mol
electronic energy = -56906.472 eV
LUMO (alpha / beta) = -0.54 / -0.62 eV

Geometry as ORCA input:
```
! wB97M-V def2-TZVPD RIJCOSX def2/J DEFGRID3
* xyz 0 1
C -1.60043 0.84917 -0.33836
C 1.52278 1.39152 0.09200
Si 0.02937 0.27760 0.46033
P 0.66613 -4.08102 0.22008
Cl -0.22791 0.10936 2.45219
Cl 0.50237 -1.68686 -0.24322
Cl -0.55804 -4.67972 -1.23201
H -1.42550 1.41552 -1.24741
H -2.25618 0.01858 -0.58515
H -2.13900 1.49318 0.35217
H 1.19957 2.41881 -0.05779
H 2.22376 1.39452 0.92441
H 2.06308 1.07933 -0.79725
*
```

---

[4]
Density functional theory data (ωB97M-V/def2-TZVPD) for a 21-piece molecular cluster, C42H126O21 overall.

Values from the calculation:
ΔE to the lowest compared entry with this formula, charge and spin = 130.58 kcal/mol
electronic energy = -88585.848 eV
LUMO = 0.32 eV

Geometry as ORCA input:
```
! wB97M-V def2-TZVPD RIJCOSX def2/J DEFGRID3
* xyz 0 1
C 3.50900 -0.70946 6.02963
C 3.65908 -2.25581 5.83215
O 3.45002 -2.91283 7.05563
H 3.62828 -0.24616 5.05023
H 4.38044 -0.40291 6.60818
H 2.57705 -0.37059 6.48211
H 4.66892 -2.39454 5.44604
H 2.92762 -2.62667 5.11414
H 2.69869 -2.42528 7.40116
C -0.43102 -0.20967 1.15699
C -0.35908 -0.41126 -0.36272
O 0.98210 -0.37499 -0.73298
H 0.54664 -0.23349 1.63835
H -1.08913 -0.91587 1.66320
H -0.90972 0.70605 1.50398
H -0.77209 0.44297 -0.89921
H -0.66486 -1.37086 -0.77958
H 1.07273 0.17512 -1.51449
C 4.69328 0.09175 -1.49800
C 4.30115 -0.86596 -2.65377
O 5.46152 -1.32000 -3.23607
H 5.49233 0.82316 -1.61906
H 5.17346 -0.54358 -0.75376
H 3.85437 0.59834 -1.02081
H 3.81022 -0.28801 -3.43676
H 3.75174 -1.70764 -2.23209
H 5.98245 -1.66524 -2.50734
C -0.83632 -2.93070 4.12801
C -1.18048 -4.45194 4.16304
O -1.55751 -4.81818 2.85055
H 0.05472 -2.83010 3.50831
H -0.42164 -2.48800 5.03364
H -1.60114 -2.22339 3.80728
H -1.99526 -4.62034 4.86723
H -0.33785 -5.08199 4.44784
H -0.74668 -4.90779 2.34446
C -1.40256 -0.34175 7.38058
C 0.11728 -0.40470 7.37893
O 0.29070 -1.81274 7.46940
H -1.97422 -0.63366 6.49961
H -1.78462 0.66023 7.57593
H -1.82153 -0.83918 8.25530
H 0.47042 0.13209 8.25942
H 0.51387 -0.00651 6.44498
H 0.05928 -2.04904 8.37062
C 4.57208 -4.94104 -1.16264
C 4.26773 -6.37295 -0.91030
O 5.29715 -7.06890 -1.54203
H 4.89685 -4.78970 -2.19207
H 5.36100 -4.52749 -0.53440
H 3.63978 -4.38119 -1.23662
H 3.37990 -6.63023 -1.48793
H 4.24650 -6.74792 0.11295
H 5.25119 -6.86544 -2.47910
C -4.78827 -1.66799 -4.92339
C -4.95762 -2.03806 -3.50223
O -3.70981 -1.90512 -2.73713
H -5.77817 -1.43733 -5.31709
H -4.33853 -2.43546 -5.55334
H -4.24963 -0.72291 -4.85434
H -5.21497 -3.09547 -3.56354
H -5.83277 -1.63786 -2.99033
H -4.03516 -2.10777 -1.85697
C -1.33833 0.73584 -8.80807
C -1.31362 -0.17526 -7.55736
O -0.23939 0.21654 -6.63472
H -1.15215 1.78449 -8.57618
H -2.17433 0.34099 -9.38540
H -0.48493 0.34750 -9.36394
H -1.17108 -1.21571 -7.84934
H -2.28438 -0.11803 -7.06497
H -0.41897 -0.32191 -5.86050
C 4.55619 3.13201 1.29541
C 3.27366 2.21142 1.56246
O 3.79389 1.12359 2.22140
H 5.36828 2.47325 0.98777
H 4.88308 3.77322 2.11401
H 4.45248 3.82707 0.46220
H 2.79852 1.94968 0.61703
H 2.50108 2.56207 2.24675
H 4.03048 1.34194 3.12581
C -4.50294 1.02931 5.50765
C -3.37572 2.02151 5.30592
O -3.67459 2.79961 4.19638
H -5.45469 1.49093 5.77066
H -4.34116 0.28100 6.28351
H -4.67317 0.47607 4.58405
H -2.44759 1.49178 5.09132
H -3.19392 2.61063 6.20479
H -2.83276 3.13534 3.87983
C 6.03843 3.58229 -4.71019
C 5.14108 2.32351 -5.01214
O 4.38645 2.74358 -6.21496
H 5.44303 4.47474 -4.51751
H 6.65446 3.71027 -5.60027
H 6.78590 3.42296 -3.93302
H 4.33388 2.12618 -4.30673
H 5.77945 1.44497 -5.10574
H 3.53672 2.29832 -6.17877
C -2.79301 1.44962 -3.55068
C -3.41517 2.41273 -2.61157
O -4.73761 2.76610 -3.01046
H -3.03216 1.59268 -4.60445
H -3.40847 0.57315 -3.34795
H -1.76627 1.19712 -3.28582
H -2.82487 3.30618 -2.40810
H -3.59548 2.06642 -1.59390
H -5.22103 1.97063 -3.24527
C -4.11831 -2.44107 2.10594
C -3.82501 -2.64423 0.54812
O -4.48373 -3.74074 0.11422
H -3.45226 -1.61727 2.36252
H -3.72483 -3.29625 2.65543
H -5.16892 -2.19869 2.26584
H -2.75981 -2.61727 0.31852
H -4.34962 -1.85280 0.01283
H -4.05642 -4.52376 0.46903
C -4.70911 1.48939 0.63754
C -5.13153 2.99284 0.54648
O -4.24647 3.85781 1.20285
H -4.89424 1.00673 1.59716
H -3.63381 1.34085 0.53872
H -5.05071 0.81568 -0.14830
H -6.13403 3.13607 0.94969
H -5.07732 3.41640 -0.45640
H -4.47292 3.64659 2.11154
C 1.10928 2.81059 -4.55203
C 1.21260 1.41969 -4.03094
O 1.47921 1.44851 -2.67190
H 2.04029 3.29759 -4.26193
H 0.19353 3.36751 -4.35371
H 1.21408 2.86079 -5.63581
H 2.14692 1.03461 -4.43942
H 0.39349 0.72518 -4.21755
H 1.08391 2.21291 -2.24641
C -0.29852 3.18426 -0.52709
C 0.55931 4.37973 -0.77584
O 1.81947 3.99829 -1.15604
H 0.29539 2.37101 -0.10995
H -0.62169 2.66060 -1.42678
H -1.15968 3.47225 0.07586
H 0.67636 5.12681 0.00919
H 0.11267 4.98425 -1.56526
H 2.39048 4.76776 -1.21491
C -0.90041 -4.81496 -0.46947
C 0.35384 -5.39619 0.25653
O 0.81771 -4.44699 1.21305
H -0.70110 -3.76299 -0.67379
H -1.80280 -4.88319 0.13810
H -1.17357 -5.37180 -1.36579
H 1.15571 -5.48925 -0.47590
H 0.20826 -6.38518 0.69104
H 1.37135 -3.75744 0.83942
C 0.15527 2.28451 4.29250
C -0.05014 3.50734 3.31450
O -1.45859 3.84682 3.17817
H -0.34732 1.41099 3.87723
H -0.17158 2.54005 5.30046
H 1.18542 1.93638 4.36804
H 0.25449 3.32166 2.28453
H 0.41540 4.38564 3.76167
H -1.48011 4.64023 2.63813
C -2.07174 7.76158 1.67952
C -2.91334 6.95200 0.74314
O -2.41551 5.63021 0.64735
H -1.30143 8.19098 1.03895
H -1.59097 7.22794 2.49940
H -2.48064 8.65988 2.14209
H -3.07128 7.51560 -0.17638
H -3.91969 6.84940 1.14912
H -3.16800 5.03421 0.63583
C 3.70558 -3.08030 2.38212
C 3.18618 -1.86881 1.66850
O 2.41225 -2.29341 0.53640
H 2.98857 -3.44236 3.11895
H 4.65453 -2.91126 2.89106
H 3.84076 -3.93893 1.72443
H 4.00375 -1.19584 1.41005
H 2.52928 -1.35465 2.37008
H 2.06686 -1.51023 0.10175
C 0.40809 -3.53131 -5.69437
C -0.67179 -3.27822 -4.59089
O -1.40162 -2.04498 -4.74432
H 0.08361 -4.40877 -6.25372
H 1.38238 -3.71379 -5.24098
H 0.40507 -2.74906 -6.45344
H -0.39631 -3.38807 -3.54201
H -1.48029 -3.99354 -4.74172
H -2.11149 -1.92944 -4.10844
*
```

---

[5]
Density functional theory data (ωB97M-V/def2-TZVPD) for C25H20Cl5IrN2O3S as an isolated structure.

Values from the calculation:
ΔE to the lowest compared entry with this formula, charge and spin = 0.00 kcal/mol
electronic energy = -111658.327 eV
LUMO = -0.88 eV

Geometry as ORCA input:
```
! wB97M-V def2-TZVPD RIJCOSX def2/J DEFGRID3
* xyz 0 1
Ir 0.49966 0.20152 0.37810
O 3.93868 -2.47878 -0.58340
S 3.37291 -1.31383 0.03404
O 3.65191 -0.02247 -0.52736
N 1.74217 -1.45335 0.14652
C 1.06725 -2.66979 -0.04143
C 1.57048 -3.94714 -0.15649
C 0.70950 -5.05565 -0.28113
C -0.64907 -4.92248 -0.25853
C -1.20472 -3.63332 -0.10490
C -2.59194 -3.39981 0.02845
C -3.04994 -2.13931 0.27546
C -2.13030 -1.08092 0.34975
N -0.84356 -1.25840 0.14653
C -0.34559 -2.52682 -0.02755
C 3.90129 -1.25695 1.72354
C 3.59139 -2.31296 2.57008
C 3.97238 -2.24696 3.89895
C 4.66540 -1.13756 4.36984
C 4.98275 -0.09521 3.51289
C 4.59848 -0.15018 2.17986
H 2.63471 -4.11410 -0.17036
H 1.15539 -6.03607 -0.38476
H -1.30555 -5.77875 -0.33609
H -3.27323 -4.23921 -0.03829
H -4.10019 -1.93312 0.41956
H -2.44108 -0.07996 0.59147
H 3.04914 -3.17219 2.19416
H 3.72814 -3.06013 4.56973
H 4.95922 -1.08905 5.41022
H 5.52496 0.76596 3.87991
H 4.82709 0.65255 1.49226
C -1.18001 0.55510 4.24146
C -0.12376 0.05274 3.25923
C -0.13454 -1.47819 3.23624
C 1.24744 0.56486 3.68087
O -0.54968 0.61137 2.01713
H -0.98402 0.16445 5.24135
H -2.17173 0.23045 3.92351
H -1.17134 1.64462 4.27763
H 0.11022 -1.87933 4.22134
H 0.60516 -1.86015 2.53226
H -1.12277 -1.84435 2.94795
H 1.46741 0.26337 4.70708
H 1.26803 1.65444 3.62967
H 2.03366 0.16424 3.04356
Cl -2.72515 1.51375 -1.40319
C -1.54354 2.54425 -0.66096
C -0.40326 2.00773 -0.08001
C 0.53564 2.94088 0.30204
Cl 2.00912 2.11145 0.74968
C 0.41866 4.30998 0.25492
Cl 1.69845 5.32310 0.78329
C -0.77938 4.81536 -0.24909
Cl -1.02908 6.51561 -0.30404
C -1.74532 3.93128 -0.72474
Cl -3.19555 4.56352 -1.40404
*
```

---

Repeat the fifth record exactly.
Density functional theory data (ωB97M-V/def2-TZVPD) for C25H20Cl5IrN2O3S as an isolated structure.

Values from the calculation:
ΔE to the lowest compared entry with this formula, charge and spin = 0.00 kcal/mol
electronic energy = -111658.327 eV
LUMO = -0.88 eV

Geometry as ORCA input:
```
! wB97M-V def2-TZVPD RIJCOSX def2/J DEFGRID3
* xyz 0 1
Ir 0.49966 0.20152 0.37810
O 3.93868 -2.47878 -0.58340
S 3.37291 -1.31383 0.03404
O 3.65191 -0.02247 -0.52736
N 1.74217 -1.45335 0.14652
C 1.06725 -2.66979 -0.04143
C 1.57048 -3.94714 -0.15649
C 0.70950 -5.05565 -0.28113
C -0.64907 -4.92248 -0.25853
C -1.20472 -3.63332 -0.10490
C -2.59194 -3.39981 0.02845
C -3.04994 -2.13931 0.27546
C -2.13030 -1.08092 0.34975
N -0.84356 -1.25840 0.14653
C -0.34559 -2.52682 -0.02755
C 3.90129 -1.25695 1.72354
C 3.59139 -2.31296 2.57008
C 3.97238 -2.24696 3.89895
C 4.66540 -1.13756 4.36984
C 4.98275 -0.09521 3.51289
C 4.59848 -0.15018 2.17986
H 2.63471 -4.11410 -0.17036
H 1.15539 -6.03607 -0.38476
H -1.30555 -5.77875 -0.33609
H -3.27323 -4.23921 -0.03829
H -4.10019 -1.93312 0.41956
H -2.44108 -0.07996 0.59147
H 3.04914 -3.17219 2.19416
H 3.72814 -3.06013 4.56973
H 4.95922 -1.08905 5.41022
H 5.52496 0.76596 3.87991
H 4.82709 0.65255 1.49226
C -1.18001 0.55510 4.24146
C -0.12376 0.05274 3.25923
C -0.13454 -1.47819 3.23624
C 1.24744 0.56486 3.68087
O -0.54968 0.61137 2.01713
H -0.98402 0.16445 5.24135
H -2.17173 0.23045 3.92351
H -1.17134 1.64462 4.27763
H 0.11022 -1.87933 4.22134
H 0.60516 -1.86015 2.53226
H -1.12277 -1.84435 2.94795
H 1.46741 0.26337 4.70708
H 1.26803 1.65444 3.62967
H 2.03366 0.16424 3.04356
Cl -2.72515 1.51375 -1.40319
C -1.54354 2.54425 -0.66096
C -0.40326 2.00773 -0.08001
C 0.53564 2.94088 0.30204
Cl 2.00912 2.11145 0.74968
C 0.41866 4.30998 0.25492
Cl 1.69845 5.32310 0.78329
C -0.77938 4.81536 -0.24909
Cl -1.02908 6.51561 -0.30404
C -1.74532 3.93128 -0.72474
Cl -3.19555 4.56352 -1.40404
*
```